Below is a 9-piece molecular cluster, C43H77F3N3O21S overall at a distorted geometry, with properties calculated with ωB97M-V/def2-TZVPD.

- Calculated total energy: -112289.36114 eV

Structure (ORCA input):
```
! wB97M-V def2-TZVPD RIJCOSX def2/J DEFGRID3
* xyz -1 1
C -0.5589 2.5063 -1.9358
F -1.1177 2.4956 -3.2223
F 0.7356 2.1684 -1.9809
F -0.7996 3.7369 -1.3390
S -1.5507 1.2776 -0.7880
O -0.9610 1.4418 0.5386
O -2.9608 1.7310 -0.9663
O -1.3189 -0.0560 -1.3377
C -5.3912 -0.4908 -7.0540
C -5.4059 -1.2430 -5.6955
O -6.1928 -2.3293 -5.9615
C -6.8398 -2.0587 -7.0955
O -7.6020 -2.8400 -7.6197
O -6.6331 -0.8417 -7.4639
H -4.6479 -0.8396 -7.7709
H -5.2261 0.5753 -6.8985
H -5.8871 -0.6308 -4.9328
H -4.4095 -1.6268 -5.4766
C -3.7798 4.7728 3.9527
C -3.2418 5.8536 3.0503
O -3.8190 7.0412 3.4783
C -4.5071 6.8421 4.5996
O -5.0790 7.6862 5.2906
O -4.5793 5.5676 4.8364
H -2.9994 4.1605 4.4047
H -4.4669 4.1339 3.3979
H -3.6270 5.5662 2.0720
H -2.1539 5.9098 3.0892
C 2.9599 -3.4488 1.0752
C 3.8398 -4.3537 1.9402
O 4.3186 -3.5059 2.9311
C 4.2892 -2.2121 2.4687
O 4.8747 -1.3011 2.9737
O 3.5039 -2.2132 1.3864
H 1.9234 -3.4694 1.4121
H 2.9934 -3.7696 0.0340
H 4.6770 -4.7845 1.3910
H 3.2799 -5.1471 2.4354
C 2.9054 3.8537 5.6147
C 3.0855 4.2269 4.1236
O 3.2178 5.6310 4.1965
C 3.0977 6.1049 5.4563
O 3.3004 7.2892 5.6902
O 2.8826 5.0996 6.3132
H 3.7375 3.2356 5.9518
H 2.0203 3.2320 5.7492
H 2.1677 3.9727 3.5933
H 4.0360 3.8404 3.7558
C -1.8959 -3.1409 5.3421
C -1.3596 -1.9794 6.2444
O -1.8899 -2.3292 7.5286
C -2.5036 -3.5263 7.4888
O -3.0305 -4.0908 8.4236
O -2.6681 -3.9444 6.2473
H -1.0900 -3.8009 5.0209
H -2.4589 -2.6367 4.5567
H -1.6809 -1.0185 5.8426
H -0.2744 -2.0739 6.2843
C 1.5626 -5.9006 -6.5524
C 1.8786 -5.6745 -5.0216
C 2.6979 -6.9238 -4.4224
C 4.1259 -6.8863 -4.7331
C 4.7223 -5.5110 -4.4599
C 4.0153 -4.2964 -5.1340
N 2.6319 -4.4106 -4.8065
O 1.8658 -3.2630 -5.0357
C 4.6178 -3.0168 -4.4845
C 4.4038 -4.1938 -6.6136
C 0.6020 -5.6760 -4.2095
H 0.6179 -6.4370 -6.6408
H 2.3271 -6.5470 -6.9833
H 1.5225 -4.9533 -7.0901
H 2.4634 -6.9365 -3.3580
H 2.2707 -7.8683 -4.7593
H 4.2600 -6.9736 -5.8113
H 4.7918 -7.6795 -4.3932
H 5.7516 -5.5311 -4.8180
H 4.7540 -5.3857 -3.3776
H 5.6936 -2.9293 -4.6370
H 4.0498 -2.1703 -4.8704
H 4.3864 -3.1314 -3.4256
H 4.3565 -3.1517 -6.9296
H 5.4356 -4.5169 -6.7523
H 3.8039 -4.7574 -7.3282
H 0.6407 -5.4961 -3.1351
H -0.0567 -6.4838 -4.5282
H -0.0691 -4.8933 -4.5633
H 1.5008 -3.0187 -4.1820
C 9.9877 3.3247 -0.8491
C 9.6856 4.8514 -0.7160
C 11.0339 5.5998 -0.9134
C 11.4466 5.5922 -2.3342
C 10.3885 6.2590 -3.2915
C 8.9406 5.7299 -3.0711
N 8.6574 5.3938 -1.6781
O 7.3321 4.9871 -1.3648
C 7.9619 6.8696 -3.5485
C 8.7353 4.4524 -3.9604
C 9.1950 5.2413 0.6437
H 10.6068 2.9583 -0.0302
H 10.6976 3.0506 -1.6295
H 9.1743 2.6027 -0.7762
H 11.1881 6.5367 -0.3781
H 11.7120 4.9945 -0.3119
H 11.7909 4.5977 -2.6181
H 12.3799 6.1489 -2.4177
H 10.7809 5.9716 -4.2669
H 10.4061 7.3387 -3.1427
H 7.9539 7.7067 -2.8504
H 8.2516 7.2659 -4.5216
H 6.8847 6.7356 -3.6472
H 9.5501 3.7601 -3.7487
H 7.7350 4.0215 -3.9169
H 8.8907 4.7333 -5.0021
H 8.1438 5.5216 0.7104
H 9.7645 6.0197 1.1515
H 9.1414 4.2963 1.1842
H 7.2000 4.1141 -1.7418
C -11.3401 -3.5483 4.6113
C -11.8052 -2.1487 4.2283
C -11.7958 -1.1425 5.4183
C -10.3544 -0.7160 5.7985
C -9.5868 -0.1012 4.5793
C -9.7248 -0.9545 3.3036
N -11.0493 -1.5397 3.0821
O -11.2225 -2.1538 1.9346
C -9.3630 0.0500 2.1399
C -8.6149 -2.0040 3.3120
C -13.2597 -2.1967 3.9180
H -12.1798 -3.9474 5.1804
H -10.4979 -3.6270 5.2987
H -11.2263 -4.2417 3.7780
H -12.3764 -0.2571 5.1593
H -12.2148 -1.5090 6.3554
H -9.8662 -1.5899 6.2298
H -10.4179 -0.0099 6.6265
H -8.5917 0.0352 5.0027
H -9.8817 0.9307 4.3888
H -10.2427 0.6700 1.9675
H -8.6123 0.8129 2.3465
H -9.2523 -0.3941 1.1506
H -8.2171 -2.2868 2.3374
H -7.7548 -1.8127 3.9537
H -8.9247 -2.8953 3.8576
H -13.9206 -2.6728 4.6423
H -13.5139 -2.7777 3.0315
H -13.6867 -1.2144 3.7159
H -10.9851 -3.0688 2.1019
*
```